Record 1
Molecular formula: C23H26F3NO5
Method: DFT, wB97M-V/def2-TZVPD

Calculated values
Gap between HOMO and LUMO in eV: 8.2293
LUMO energy in eV: 0.3
Structure (SMILES): CCOC(=O)C1=CN(C[C@@H]2CCCO2)C=C(C(=O)OCC)C1c1ccccc1C(F)(F)F
Energy above the lowest of the compared OMol25 structures with the same formula, charge and spin in kcal per mole: 3.4
Electronic energy in Eh: -1622.62568

Structure (XYZ):
```
58
Properties=species:S:1:pos:R:3:nbo_charge:R:1
C 1.236 4.779 0.915 -0.634
C -0.099 4.319 1.484 -0.073
O -0.279 2.923 1.264 -0.525
C -0.868 2.557 0.110 0.785
O -1.364 3.338 -0.669 -0.619
C -0.849 1.100 -0.070 -0.209
C -1.401 0.601 -1.191 0.104
N -1.437 -0.730 -1.487 -0.411
C -2.121 -1.197 -2.663 -0.224
C -3.658 -1.240 -2.465 0.094
C -4.090 -2.303 -1.452 -0.434
C -4.173 -3.557 -2.324 -0.440
C -4.542 -2.990 -3.702 -0.073
O -4.292 -1.590 -3.675 -0.524
C -0.876 -1.596 -0.602 0.110
C -0.294 -1.222 0.555 -0.212
C 0.254 -2.289 1.396 0.781
O 0.302 -3.456 1.071 -0.628
O 0.674 -1.835 2.590 -0.522
C 1.315 -2.772 3.451 -0.073
C 2.805 -2.854 3.149 -0.634
C -0.225 0.228 0.999 -0.282
C 1.184 0.663 1.370 0.166
C 1.447 0.869 2.723 -0.206
C 2.686 1.259 3.184 -0.203
C 3.719 1.468 2.286 -0.227
C 3.485 1.285 0.939 -0.173
C 2.235 0.879 0.474 -0.210
C 2.101 0.784 -1.023 0.981
F 3.296 0.721 -1.639 -0.328
F 1.428 -0.284 -1.476 -0.327
F 1.492 1.866 -1.552 -0.329
H 2.049 4.216 1.368 0.212
H 1.252 4.615 -0.160 0.222
H 1.377 5.837 1.115 0.214
H -0.132 4.450 2.568 0.186
H -0.924 4.863 1.013 0.206
H -1.830 1.276 -1.917 0.238
H -1.758 -2.194 -2.916 0.208
H -1.909 -0.530 -3.503 0.219
H -4.002 -0.236 -2.193 0.192
H -5.074 -2.050 -1.058 0.217
H -3.393 -2.402 -0.623 0.223
H -3.210 -4.066 -2.360 0.203
H -4.918 -4.263 -1.965 0.224
H -5.605 -3.127 -3.928 0.180
H -3.957 -3.448 -4.507 0.177
H -0.887 -2.644 -0.864 0.236
H 1.139 -2.401 4.463 0.185
H 0.846 -3.753 3.324 0.205
H 3.288 -3.520 3.858 0.215
H 2.956 -3.238 2.143 0.222
H 3.255 -1.866 3.218 0.213
H -0.814 0.337 1.922 0.221
H 0.646 0.717 3.430 0.215
H 2.847 1.407 4.242 0.215
H 4.695 1.778 2.626 0.218
H 4.283 1.459 0.233 0.232
```



Record 2
Molecular formula: C23H26F5IrNOSSi
Method: DFT, wB97M-V/def2-TZVPD

Calculated values
Gap between HOMO and LUMO in eV: 3.7550
LUMO energy in eV: 1.6
Net charge: -1
Energy above the lowest of the compared OMol25 structures with the same formula, charge and spin in kcal per mole: 71.8
Electronic energy in Eh: -2313.29842

Structure (XYZ):
```
59
Properties=species:S:1:pos:R:3:nbo_charge:R:1
Ir -0.795 -0.010 -0.780 0.877
S -4.955 1.524 -0.212 0.388
C -4.136 2.716 -1.138 -0.384
C -2.833 2.403 -1.375 -0.300
C -2.441 1.147 -0.815 -0.119
C -3.507 0.579 -0.149 -0.369
C -3.272 -0.666 0.516 0.219
C -4.173 -1.412 1.279 -0.248
C -3.762 -2.591 1.856 -0.144
C -2.447 -3.025 1.677 -0.285
C -1.592 -2.258 0.922 0.081
N -1.997 -1.114 0.344 -0.378
H -4.670 3.599 -1.454 0.229
H -2.174 3.048 -1.940 0.224
H -5.180 -1.040 1.408 0.223
H -4.453 -3.176 2.449 0.216
H -2.088 -3.944 2.115 0.229
H -0.563 -2.534 0.735 0.268
C 0.587 1.016 2.250 -0.598
C 1.158 1.445 0.907 -0.321
C 1.962 2.743 1.063 -0.596
C 0.063 1.665 -0.118 -0.435
H 1.402 0.798 2.942 0.218
H -0.022 0.114 2.159 0.199
H -0.036 1.806 2.685 0.185
H 1.879 0.701 0.548 0.293
H 1.328 3.571 1.400 0.180
H 2.434 3.025 0.120 0.207
H 2.761 2.594 1.792 0.221
H 0.458 1.787 -1.166 0.199
H -0.544 2.541 0.119 0.191
F 4.165 -2.620 -4.834 -0.301
C 3.217 -2.387 -3.913 0.240
C 2.902 -3.351 -2.971 0.285
F 3.558 -4.517 -2.980 -0.298
C 1.923 -3.109 -2.031 0.296
F 1.642 -4.054 -1.127 -0.302
C 1.223 -1.898 -1.988 0.235
O 0.328 -1.709 -1.034 -0.792
C 1.560 -0.958 -2.954 0.283
F 0.934 0.245 -2.948 -0.330
C 2.541 -1.184 -3.900 0.272
F 2.833 -0.242 -4.805 -0.301
C 6.351 -2.163 1.193 -1.116
Si 5.286 -0.654 0.702 1.629
C 5.327 0.366 2.328 -1.117
C 6.350 0.350 -0.510 -1.103
C 3.668 -0.953 0.032 -1.529
H 7.297 -1.898 1.677 0.200
H 6.567 -2.769 0.308 0.216
H 5.785 -2.797 1.885 0.213
H 6.254 0.271 2.902 0.199
H 4.495 0.043 2.963 0.214
H 5.169 1.427 2.107 0.209
H 7.358 0.539 -0.130 0.207
H 5.879 1.318 -0.710 0.216
H 6.436 -0.182 -1.462 0.218
H 3.492 -0.680 -1.008 0.191
H 3.018 -1.744 0.402 0.199
```



Record 3
Molecular formula: C23H26FGeIIrN6
Method: DFT, wB97M-V/def2-TZVPD

Calculated values
Gap between HOMO and LUMO (alpha / beta) in eV: 5.0234 / 5.0124
LUMO energy (alpha / beta) in eV: -7.3 / -7.4
Multiplicity: 2
Net charge: +2
⟨S²⟩: 0.8713
Energy above the lowest of the compared OMol25 structures with the same formula, charge and spin in kcal per mole: 35.2
Electronic energy in Eh: -3798.81876

Structure (XYZ):
```
59
Properties=species:S:1:pos:R:3:lowdin_spin:R:1
Ir 0.909 1.359 0.395 0.812
N 0.108 -1.838 3.227 -0.002
C 0.753 -0.918 2.486 0.001
N 0.146 -0.076 1.701 0.008
C -1.231 -0.151 1.569 0.006
N -3.171 1.194 0.937 0.000
N -1.007 1.686 0.145 0.012
C -1.296 2.591 -0.818 0.005
C -0.203 3.266 -1.373 0.004
C -0.325 4.243 -2.390 0.002
C 0.778 4.949 -2.798 0.001
C 2.007 4.692 -2.178 0.001
C 2.087 3.678 -1.243 0.007
N 1.040 2.952 -0.857 0.015
C -1.937 -1.273 2.115 0.001
C -3.239 -1.655 1.764 0.002
C -3.864 -2.701 2.418 0.001
C -3.219 -3.393 3.438 -0.001
C -1.892 -3.105 3.731 0.001
C -1.247 -2.085 3.053 -0.001
H 0.617 -2.431 3.870 0.000
H 1.830 -0.881 2.568 0.001
H -2.302 2.739 -1.180 0.000
H -1.290 4.416 -2.837 0.000
H 0.715 5.685 -3.583 0.000
H 2.887 5.254 -2.431 0.000
H 3.039 3.437 -0.790 0.001
H -3.742 -1.157 0.949 0.001
H -4.868 -2.979 2.141 0.000
H -3.731 -4.174 3.975 0.000
H -1.358 -3.684 4.468 0.000
C -1.071 -1.490 -3.693 0.051
Ge -1.276 -1.663 -1.662 0.101
C -0.189 -3.280 -0.975 0.045
C -3.085 -3.108 -1.867 -0.184
C -1.849 0.939 0.856 0.013
H -0.860 -2.493 -4.050 0.005
H -0.242 -0.826 -3.911 0.000
H -1.980 -1.117 -4.154 0.000
H -0.229 -4.018 -1.766 0.004
H -0.589 -3.701 -0.060 0.000
H 0.829 -2.943 -0.827 0.000
H -2.805 -3.837 -2.609 -0.011
H -3.871 -2.441 -2.188 -0.005
H -3.226 -3.518 -0.879 -0.007
H -3.721 0.784 1.674 0.000
H -3.539 2.032 0.519 0.000
F 0.550 -0.311 -1.214 0.073
I 5.819 0.392 -2.580 0.000
C 4.941 0.776 -0.706 0.001
C 5.712 1.049 0.419 0.000
C 5.055 1.309 1.613 0.001
C 3.671 1.318 1.639 0.013
N 2.929 1.073 0.552 0.013
C 3.559 0.783 -0.592 0.000
H 6.789 1.061 0.366 0.000
H 5.613 1.506 2.515 0.000
H 3.138 1.538 2.555 0.006
H 2.933 0.551 -1.445 0.001
```



Record 4
Molecular formula: C23H26FN6O9P
Method: DFT, wB97M-V/def2-TZVPD

Calculated values
Gap between HOMO and LUMO in eV: 8.1062
LUMO energy in eV: 0.4
Structure (SMILES): COc1cc(Nc2ncc(F)c(Nc3ccc4c(n3)N(COP(=O)(O)O)C(=O)C(C)(C)O4)n2)cc(OC)c1OC
Energy above the lowest of the compared OMol25 structures with the same formula, charge and spin in kcal per mole: 6.8
Electronic energy in Eh: -2339.14314

Structure (XYZ):
```
66
Properties=species:S:1:pos:R:3:nbo_charge:R:1
C 3.205 0.011 0.402 -0.248
O 2.302 0.745 1.193 -0.518
C 1.273 0.078 1.797 0.357
C 1.002 -1.258 1.563 -0.376
C -0.046 -1.887 2.226 0.187
N -0.343 -3.233 2.015 -0.570
C -0.098 -3.980 0.914 0.573
N -0.436 -5.273 0.999 -0.503
C -0.164 -6.030 -0.051 0.033
C 0.414 -5.511 -1.190 0.223
F 0.710 -6.289 -2.263 -0.326
C 0.679 -4.132 -1.226 0.380
N 1.226 -3.531 -2.326 -0.586
C 1.260 -2.159 -2.518 0.369
C 2.255 -1.559 -3.289 -0.287
C 2.255 -0.178 -3.396 -0.184
C 1.272 0.560 -2.748 0.200
C 0.297 -0.145 -2.029 0.394
N 0.297 -1.457 -1.936 -0.470
N -0.717 0.558 -1.377 -0.468
C -1.670 -0.180 -0.554 0.077
O -1.784 0.367 0.714 -0.807
P -3.184 1.140 1.077 2.556
O -4.179 1.043 0.017 -1.096
O -2.736 2.594 1.542 -1.002
O -3.601 0.477 2.438 -1.000
C -0.853 1.896 -1.536 0.705
O -1.685 2.549 -0.935 -0.648
C 0.033 2.560 -2.599 0.181
C 0.342 3.999 -2.195 -0.613
C -0.775 2.509 -3.906 -0.633
O 1.291 1.915 -2.786 -0.485
N 0.437 -3.396 -0.156 -0.527
C -0.790 -1.171 3.146 -0.301
C -0.553 0.186 3.361 0.294
O -1.445 0.749 4.237 -0.531
C -1.344 2.107 4.631 -0.248
C 0.486 0.833 2.691 0.143
O 0.753 2.166 2.930 -0.524
C 0.766 3.023 1.804 -0.254
H 2.717 -0.432 -0.471 0.174
H 3.693 -0.777 0.983 0.181
H 3.951 0.731 0.069 0.199
H 1.579 -1.825 0.857 0.253
H -0.901 -3.698 2.718 0.416
H -0.420 -7.077 0.023 0.212
H 1.617 -4.130 -3.038 0.417
H 3.010 -2.151 -3.780 0.222
H 3.013 0.341 -3.960 0.233
H -1.279 -1.199 -0.476 0.238
H -2.650 -0.160 -1.049 0.219
H -2.563 3.102 0.745 0.531
H -2.938 0.572 3.139 0.522
H 0.879 4.495 -2.999 0.219
H 0.960 4.005 -1.301 0.221
H -0.584 4.527 -1.991 0.236
H -0.215 2.999 -4.699 0.224
H -0.963 1.476 -4.195 0.217
H -1.727 3.015 -3.771 0.234
H -1.605 -1.631 3.683 0.222
H -0.356 2.333 5.031 0.196
H -1.570 2.780 3.802 0.197
H -2.096 2.227 5.411 0.189
H -0.087 2.825 1.151 0.181
H 1.693 2.922 1.235 0.190
H 0.692 4.034 2.205 0.187
```